C5H8O2 | ωB97M-V/def2-TZVPD

Output
- max |F| (eV/A) = 0.95
- Kohn-Sham gap (eV) = 9.650
- HOMO energy (Ha) = -0.3275
- LUMO energy (eV) = 0.7372
- multiplicity = 1
- SMILES string = O=C=CCCCO
- energy relative to the best compared isomer or geometry (same formula, charge and spin) (eV) = 1.366

Cartesian coordinates (Å):
O: -2.788 -1.783 0.684
C: -2.434 -0.709 0.384
C: -2.006 0.488 0.045
C: -0.532 0.753 -0.189
C: 0.292 -0.512 0.056
C: 1.782 -0.403 -0.237
O: 2.456 0.512 0.606
H: -2.757 1.265 -0.055
H: -0.197 1.555 0.483
H: -0.383 1.113 -1.217
H: 0.168 -0.816 1.103
H: -0.110 -1.322 -0.568
H: 2.242 -1.379 -0.054
H: 1.946 -0.161 -1.299
H: 2.320 1.400 0.258

natural (NBO) atomic charge list, values in e, 6 entries: O -0.465; C 0.713; C -0.548; C -0.393; C -0.430; C -0.056